1.
14
Properties=species:S:1:pos:R:3:lowdin_charge:R:1 method="wB97M-V/def2-TZVPD" relative_energy_kj_mol=540.2
C -1.0440 -0.2601 -0.6535 -0.030
C -0.2338 0.7819 0.9372 -0.367
N -0.8750 1.7464 1.3161 0.234
O 0.5109 -0.1191 1.5189 0.035
C 1.1455 -0.9136 0.5173 -0.099
C 0.8615 -0.1028 -0.7565 -0.422
O 1.1118 1.1353 -0.6726 -0.064
H -1.7120 -0.6787 0.1072 0.072
H -1.4880 0.6131 -1.1347 0.067
H -0.9618 -1.0501 -1.4184 0.074
H -1.3695 2.3403 0.6683 0.098
H 2.2176 -0.9230 0.7294 0.137
H 0.7313 -1.9256 0.5314 0.132
H 1.1054 -0.6439 -1.6901 0.134

=====

2.
14
Properties=species:S:1:pos:R:3:lowdin_charge:R:1 method="wB97M-V/def2-TZVPD" smiles="C/N=C/OC(C)=O" relative_energy_kj_mol=130.0
C 1.5059 1.0210 1.2765 -0.116
N 0.7292 0.3438 0.2850 0.000
C 0.9678 -0.8243 -0.1135 -0.224
O 0.1844 -1.3201 -1.0952 0.022
C -0.7805 -0.3148 -1.4127 -0.500
O -0.6297 0.3737 -2.3715 0.152
C -1.9714 -0.3537 -0.5002 0.006
H 2.3476 0.4370 1.6726 0.077
H 1.8875 1.9433 0.8258 0.082
H 0.8411 1.3066 2.0981 0.079
H 1.7422 -1.5240 0.2197 0.150
H -2.7827 -0.8444 -1.0426 0.093
H -2.2814 0.6641 -0.2567 0.095
H -1.7601 -0.9082 0.4146 0.084

=====

3.
14
Properties=species:S:1:pos:R:3:lowdin_charge:R:1 method="wB97M-V/def2-TZVPD" smiles="N/C=C/O.C=C=O" relative_energy_kj_mol=411.6
O 2.2092 -0.2318 0.4316 -0.009
C 0.9126 0.1667 0.5216 -0.264
C 0.3810 1.0392 -0.3613 -0.184
N -0.9366 1.4957 -0.2198 0.054
C -1.4038 -1.2795 -0.4874 -0.006
C -0.0940 -1.4342 -0.5718 -0.347
O 0.8690 -2.0112 -0.9817 0.070
H 2.2417 -0.9356 -0.2433 0.083
H 0.4798 0.0924 1.5128 0.145
H -0.4672 2.1427 0.4414 0.111
H 0.9351 1.3202 -1.2362 0.139
H -1.2074 2.0290 -1.0537 0.103
H -2.0351 -1.8333 -1.1714 0.065
H -1.8938 -0.6630 0.2361 0.041

=====

4.
14
Properties=species:S:1:pos:R:3:lowdin_charge:R:1 method="wB97M-V/def2-TZVPD" relative_energy_kj_mol=595.4
C 1.3522 -1.3161 0.1312 0.016
C 0.3484 -0.2008 -0.0032 -0.426
C 0.6727 1.1015 -0.6080 -0.061
O -0.1009 0.1397 -1.3016 -0.013
C -0.7175 -0.2038 1.0198 -0.468
O -0.7288 -0.6481 2.2476 0.058
N -1.8985 0.1456 1.2642 0.286
H 2.1381 -1.1958 -0.6186 0.094
H 1.8020 -1.3065 1.1285 0.097
H 0.8680 -2.2854 -0.0208 0.100
H 0.1347 1.9942 -0.2913 0.125
H 1.6845 1.2531 -0.9827 0.125
H -2.9652 1.1824 -0.6711 0.029
H -2.5896 1.3400 -1.2942 0.039